No. 1
C22H44N4O4SSeSiTc | the ωB97M-V functional and the def2-TZVPD basis

<S²>: 1.14
DFT total energy, a.u.: -4554.76091
Highest occupied orbital energy (alpha / beta), hartree: -0.27095 / -0.26471

Geometry as ORCA input:
```
! wB97M-V def2-TZVPD RIJCOSX def2/J DEFGRID3
* xyz 0 2
Tc 0.70 -2.54 -0.38
C -1.23 -4.05 2.76
C -0.45 -2.76 2.50
C 0.30 -2.34 3.77
C -1.42 -1.65 2.10
C 0.57 -3.07 1.43
H -1.97 -3.88 3.55
H -0.57 -4.86 3.08
H -1.75 -4.39 1.86
H -0.41 -2.11 4.57
H 0.91 -1.45 3.59
H 0.96 -3.14 4.12
H -1.93 -1.25 2.98
H -2.19 -2.02 1.42
H -0.91 -0.82 1.59
H 1.42 -3.64 1.83
Se 5.58 -2.47 -0.36
C 3.83 -2.46 -0.33
N 2.65 -2.45 -0.31
C -4.91 -3.01 -1.39
N -3.53 -3.41 -1.20
C -3.04 -4.77 -1.13
C -1.54 -4.55 -0.94
O -0.70 -5.41 -0.85
N -1.31 -3.18 -0.88
C -2.50 -2.56 -1.07
N -2.65 -1.25 -1.08
H -5.48 -3.89 -1.68
H -5.00 -2.28 -2.20
H -5.34 -2.59 -0.48
H -3.23 -5.33 -2.04
H -3.45 -5.32 -0.28
H -1.80 -0.70 -1.18
H -3.52 -0.84 -1.37
C -0.23 2.91 -3.91
C -0.60 3.00 -2.44
C -1.87 2.19 -2.16
C -0.80 4.45 -2.03
O 0.52 2.49 -1.70
Si 0.81 1.24 -0.69
S 0.38 -0.55 -1.72
O -0.16 1.27 0.65
C -0.01 1.99 1.89
C -1.39 2.00 2.53
C 0.46 3.42 1.63
C 0.99 1.26 2.78
O 2.35 1.36 -0.18
C 3.59 1.71 -0.83
C 3.63 3.21 -1.06
C 3.72 0.95 -2.14
C 4.68 1.30 0.14
H -1.06 3.25 -4.54
H 0.00 1.87 -4.18
H 0.64 3.53 -4.12
H -2.72 2.68 -2.65
H -2.06 2.15 -1.08
H -1.78 1.17 -2.54
H -1.53 4.94 -2.68
H 0.15 4.99 -2.09
H -1.16 4.50 -1.00
H -2.09 2.54 1.89
H -1.36 2.49 3.50
H -1.74 0.97 2.66
H -0.23 3.93 0.95
H 1.45 3.42 1.17
H 0.51 3.97 2.57
H 0.64 0.24 2.98
H 1.12 1.79 3.73
H 1.96 1.19 2.27
H 2.81 3.53 -1.71
H 4.58 3.48 -1.55
H 3.56 3.75 -0.11
H 2.92 1.23 -2.83
H 3.67 -0.13 -1.96
H 4.68 1.18 -2.61
H 4.53 1.79 1.11
H 5.66 1.59 -0.25
H 4.68 0.22 0.28
*
```

No. 2
C43H46As2AuN2PS3 | the ωB97M-V functional and the def2-TZVPD basis

<S²>: 2.02
DFT total energy, a.u.: -7918.37390
Highest occupied orbital energy (alpha / beta), hartree: -0.46711 / -0.48721
Relative energy (zero: lowest compared OMol25 entry of this formula, charge and spin), kcal/mol: 11.5

Geometry as ORCA input:
```
! wB97M-V def2-TZVPD RIJCOSX def2/J DEFGRID3
* xyz 2 3
Au -0.57 -0.08 1.05
C -1.34 -3.54 0.79
C -1.85 -2.93 -0.50
As -2.42 -1.10 -0.14
C -3.89 -1.36 1.07
C -3.93 -0.70 2.29
C -5.00 -0.92 3.16
C -6.01 -1.79 2.80
C -5.98 -2.45 1.58
C -4.92 -2.23 0.71
C -3.12 -0.40 -1.76
C -2.34 -0.48 -2.90
C -2.81 0.04 -4.10
C -4.07 0.63 -4.14
C -4.85 0.71 -3.00
C -4.38 0.19 -1.79
As 0.20 -2.55 1.46
C 1.54 -2.69 0.10
C 1.80 -3.95 -0.44
C 2.80 -4.09 -1.39
C 3.54 -2.98 -1.79
C 3.29 -1.73 -1.24
C 2.29 -1.58 -0.29
C 0.84 -3.46 2.98
C -0.06 -4.05 3.86
C 0.42 -4.74 4.96
C 1.79 -4.82 5.19
C 2.68 -4.21 4.32
C 2.22 -3.52 3.21
H -1.00 -4.57 0.67
H -2.11 -3.53 1.56
H -2.69 -3.47 -0.92
H -1.06 -2.89 -1.26
H -3.14 -0.02 2.58
H -5.03 -0.40 4.11
H -6.84 -1.95 3.47
H -6.77 -3.12 1.30
H -4.91 -2.74 -0.25
H -1.35 -0.92 -2.88
H -2.20 -0.02 -4.99
H -4.44 1.03 -5.07
H -5.82 1.17 -3.03
H -4.99 0.26 -0.90
H 1.25 -4.83 -0.12
H 3.00 -5.06 -1.82
H 4.32 -3.10 -2.53
H 3.87 -0.88 -1.55
H 2.11 -0.60 0.13
H -1.13 -3.98 3.70
H -0.27 -5.22 5.65
H 2.16 -5.36 6.04
H 3.75 -4.27 4.50
H 2.92 -3.05 2.53
S 0.14 3.83 -3.19
P 1.33 2.26 -2.81
S 0.50 1.86 -1.05
C 3.05 2.69 -2.70
C 3.84 2.21 -1.65
C 5.19 2.51 -1.61
C 5.76 3.29 -2.61
C 4.98 3.77 -3.65
C 3.63 3.48 -3.70
C 1.16 0.94 -4.02
C 1.08 -0.38 -3.60
C 1.03 -1.40 -4.53
C 1.06 -1.11 -5.89
C 1.14 0.21 -6.31
C 1.20 1.24 -5.38
H 3.38 1.61 -0.87
H 5.80 2.14 -0.80
H 6.81 3.53 -2.57
H 5.42 4.39 -4.42
H 3.02 3.87 -4.50
H 1.06 -0.60 -2.54
H 0.98 -2.44 -4.20
H 1.02 -1.91 -6.62
H 1.15 0.44 -7.37
H 1.25 2.26 -5.73
C -0.26 5.44 1.34
C 0.81 4.83 2.23
N 0.90 3.37 2.06
C 0.53 2.37 2.83
S 1.14 0.74 2.45
N -0.21 2.49 3.92
C -1.01 3.61 4.43
C -0.41 4.25 5.66
H -0.25 6.52 1.44
H -1.25 5.08 1.59
H -0.07 5.19 0.29
H 0.66 5.05 3.28
H 1.79 5.21 1.98
H 1.35 3.06 1.20
H -0.27 1.62 4.44
H -2.00 3.20 4.65
H -1.16 4.32 3.62
H -0.29 3.52 6.46
H -1.06 5.04 6.03
H 0.57 4.68 5.46
*
```

No. 3
C4H10NOS | the ωB97M-V functional and the def2-TZVPD basis

Structure (SMILES): C[N@H+]1C[C@@](O)(S)C1
DFT total energy, a.u.: -686.25837
Highest occupied orbital energy, hartree: -0.49722
Relative energy (zero: lowest compared OMol25 entry of this formula, charge and spin), kcal/mol: 70.7

Geometry as ORCA input:
```
! wB97M-V def2-TZVPD RIJCOSX def2/J DEFGRID3
* xyz 1 1
C 0.49 -0.19 -1.69
N -0.25 -0.71 -0.51
C 0.65 -0.81 0.72
C -0.04 0.44 1.41
O -0.59 0.28 2.59
S 1.08 1.97 1.20
C -1.14 0.27 0.10
H 0.83 0.91 -1.35
H 1.29 -0.95 -1.70
H -0.17 -0.34 -2.59
H -0.74 -1.63 -0.76
H 1.72 -0.81 0.47
H 0.45 -1.77 1.39
H -0.03 0.43 3.37
H 0.35 2.89 1.67
H -2.13 -0.01 0.37
H -1.24 1.21 -0.58
*
```

No. 4
C5H23NO9 | the ωB97M-V functional and the def2-TZVPD basis

Structure (SMILES): C=CC[C@@H](N)C(=O)O.O.O.O.O.O.O.O
DFT total energy, a.u.: -936.15311
Highest occupied orbital energy, hartree: -0.34492
Relative energy (zero: lowest compared OMol25 entry of this formula, charge and spin), kcal/mol: 76.0

Geometry as ORCA input:
```
! wB97M-V def2-TZVPD RIJCOSX def2/J DEFGRID3
* xyz 0 1
C -2.27 -3.06 0.77
C -1.17 -2.36 0.50
C -1.24 -0.86 0.55
C -0.88 -0.28 -0.90
N -2.17 0.15 -1.51
C 0.07 0.85 -1.06
O -0.13 1.81 -1.77
O 0.99 0.95 -0.07
H -3.11 -2.50 1.15
H -2.18 -4.15 0.79
H -0.30 -2.82 0.06
H -2.24 -0.41 0.57
H -0.62 -0.40 1.30
H -0.47 -1.20 -1.39
H -2.10 -0.14 -2.47
H -2.31 1.15 -1.48
H 1.74 1.55 -0.17
O 3.61 -1.54 0.02
H 3.10 -2.36 0.03
H 2.98 -1.08 0.61
O 0.58 -0.07 3.07
H 1.42 0.34 2.87
H -0.01 0.67 3.25
O 1.41 -1.95 1.39
H 1.01 -1.10 1.16
H 1.41 -1.88 2.35
O -0.62 2.34 2.36
H -0.12 3.03 1.93
H -1.50 2.17 2.00
O 1.32 -1.44 -2.17
H 1.54 -0.66 -1.65
H 2.02 -2.10 -2.19
O -2.26 3.82 -0.06
H -1.39 4.25 0.01
H -2.18 3.60 -1.00
O 2.36 1.79 -2.95
H 1.65 1.30 -3.35
H 2.11 2.62 -2.55
*
```